Computed, not measured: C40H53AsNP2RhSi2 as an isolated structure in a non-equilibrium geometry, with ωB97M-V/def2-TZVPD.

Element x y z (Å)
Rh: 1.086 -9.344 17.864
C: 5.087 -6.702 20.164
C: 3.971 -7.034 19.190
C: 4.185 -7.220 17.830
C: 3.125 -7.472 16.976
C: 3.384 -7.595 15.554
C: 1.745 -7.405 17.419
C: 1.521 -6.985 18.823
C: 0.268 -6.268 19.282
C: 2.671 -6.842 19.646
H: 5.970 -6.270 19.624
H: 5.384 -7.544 20.802
H: 4.735 -5.914 20.827
H: 5.176 -7.302 17.409
H: 2.482 -7.149 15.044
H: 3.455 -8.661 15.258
H: 4.262 -7.062 15.267
H: 0.984 -6.958 16.630
H: -0.600 -6.416 18.671
H: 0.503 -5.151 19.210
H: -0.003 -6.460 20.326
H: 2.448 -6.606 20.680
C: 0.719 -12.593 20.910
N: 0.904 -11.400 20.024
P: -0.290 -10.509 19.173
C: -1.221 -11.791 18.367
C: -2.498 -12.192 18.763
C: -3.303 -13.050 17.973
C: -2.749 -13.582 16.796
C: -1.389 -13.193 16.445
C: -0.673 -12.282 17.187
C: -1.279 -9.603 20.328
C: -2.616 -9.255 19.993
C: -3.500 -8.920 20.998
C: -3.186 -9.002 22.361
C: -1.835 -9.142 22.662
C: -0.948 -9.524 21.686
P: 2.466 -10.699 19.338
C: 3.302 -10.207 20.836
C: 2.762 -10.156 22.141
C: 3.538 -9.983 23.276
C: 4.890 -9.693 23.176
C: 5.473 -9.724 21.880
C: 4.689 -10.084 20.793
C: 3.507 -12.070 18.613
C: 3.874 -11.962 17.252
C: 4.394 -13.005 16.504
C: 4.443 -14.294 17.140
C: 4.235 -14.337 18.511
C: 3.751 -13.256 19.245
H: 0.481 -12.363 21.935
H: 1.595 -13.243 20.947
H: -0.115 -13.128 20.444
H: -2.889 -11.854 19.752
H: -4.312 -13.203 18.373
H: -3.321 -14.254 16.112
H: -1.019 -13.606 15.507
H: 0.387 -11.981 16.934
H: -3.098 -9.608 19.079
H: -4.597 -8.749 20.719
H: -4.017 -9.001 23.100
H: -1.538 -9.081 23.662
H: 0.109 -9.484 21.864
H: 1.690 -10.305 22.294
H: 2.994 -9.879 24.236
H: 5.526 -9.359 23.989
H: 6.506 -9.519 21.632
H: 5.238 -10.272 19.873
H: 3.632 -10.980 16.777
H: 4.700 -12.880 15.479
H: 4.600 -15.254 16.569
H: 4.440 -15.302 19.003
H: 3.624 -13.336 20.328
C: -3.190 -9.376 14.255
Si: -1.705 -8.377 14.962
C: -1.125 -7.208 13.576
C: -2.252 -7.254 16.397
As: 0.040 -9.719 15.631
Si: 0.691 -10.661 13.491
C: 1.836 -9.701 12.359
C: 1.612 -12.269 13.985
C: -0.698 -11.027 12.214
H: -2.989 -10.391 13.945
H: -3.626 -8.775 13.483
H: -3.756 -9.357 15.228
H: -1.972 -6.478 13.434
H: -0.869 -7.655 12.608
H: -0.205 -6.693 13.997
H: -2.705 -6.313 16.044
H: -1.296 -6.948 16.918
H: -3.001 -7.664 17.048
H: 2.454 -10.412 11.758
H: 2.470 -9.148 13.074
H: 1.342 -8.991 11.692
H: 1.158 -13.171 13.512
H: 1.638 -12.483 15.070
H: 2.637 -12.112 13.719
H: -0.979 -10.000 11.857
H: -1.587 -11.516 12.642
H: -0.233 -11.529 11.329

Values from the calculation:
E_LUMO (spin up / spin down): -5.092 / -8.124 eV
calculated total energy: -141994.131 eV
net charge: +2
HOMO level (spin up / spin down): -12.223 / -14.096 eV
F_max: 0.067 hartree/bohr
HOMO-LUMO gap (spin up / spin down): 7.1 / 6.0 eV
spin multiplicity: 5

These are the Löwdin partial charges, in e, on atoms 1 to 99: 0.492 -0.005 -0.222 0.018 -0.299 -0.053 -0.275 -0.273 -0.041 -0.010 0.110 0.059 0.090 0.136 0.100 0.086 0.091 0.137 0.037 0.132 0.087 0.133 -0.075 -0.419 0.798 -0.388 -0.079 -0.045 -0.020 -0.057 -0.215 -0.345 -0.110 -0.077 -0.035 -0.054 -0.096 1.007 -0.357 -0.085 -0.063 -0.029 -0.072 -0.132 -0.356 -0.128 -0.057 -0.035 -0.070 -0.099 0.073 0.069 0.082 0.124 0.119 0.126 0.106 0.044 0.102 0.142 0.134 0.100 0.070 0.070 0.128 0.118 0.117 0.115 0.084 0.103 0.136 0.124 0.111 -0.176 0.240 -0.213 -0.206 0.904 0.332 -0.209 -0.219 -0.206 0.001 0.032 0.038 0.061 0.018 0.036 0.051 -0.002 0.013 0.066 0.004 0.037 0.053 -0.007 0.007 0.030 0.015